117
Properties=species:S:1:pos:R:3 method="wB97M-V/def2-TZVPD" max_force_ev_per_a=0.848 charge=+1 energy_ev=-95258.322 orbital_gap_ev=5.7 relative_energy_kj_mol=0.0 e_homo_ev=-9.669
Al 1.12 -0.43 -0.47
C 0.77 3.62 1.06
C 0.97 2.49 2.05
C 0.28 2.80 3.37
C 2.46 2.22 2.27
O 0.44 1.27 1.48
Si -1.12 0.72 1.46
S -0.97 -0.94 0.20
O -2.00 1.94 0.81
C -3.42 2.19 0.89
C -3.77 2.97 -0.37
C -3.68 3.03 2.13
C -4.20 0.88 0.93
O -1.76 0.44 2.93
C -1.69 -0.67 3.85
C -2.03 -0.08 5.21
C -2.70 -1.72 3.44
C -0.28 -1.24 3.86
H 1.11 4.56 1.48
H -0.29 3.72 0.81
H 1.33 3.44 0.14
H 0.74 3.68 3.83
H 0.38 1.96 4.06
H -0.78 3.00 3.22
H 2.96 3.12 2.62
H 2.92 1.90 1.34
H 2.60 1.43 3.02
H -3.18 3.88 -0.44
H -4.83 3.24 -0.38
H -3.59 2.35 -1.26
H -3.12 3.97 2.07
H -3.37 2.49 3.02
H -4.74 3.27 2.22
H -3.96 0.27 0.06
H -5.27 1.07 0.93
H -3.96 0.32 1.83
H -3.03 0.36 5.19
H -1.32 0.69 5.49
H -2.02 -0.86 5.97
H -3.71 -1.30 3.46
H -2.68 -2.56 4.14
H -2.49 -2.11 2.44
H 0.44 -0.44 4.05
H -0.05 -1.71 2.90
H -0.17 -2.00 4.64
O 8.74 -1.37 1.66
C 7.61 -2.05 1.38
O 7.49 -3.20 1.69
C 6.50 -1.29 0.71
C 6.22 0.02 1.04
C 5.08 0.64 0.52
C 4.27 -0.08 -0.34
C 4.55 -1.39 -0.70
C 5.68 -1.99 -0.17
N 3.04 0.48 -0.79
C 3.02 1.59 -1.41
C 1.72 2.09 -1.85
C 1.57 3.21 -2.63
C 0.29 3.55 -3.06
C -0.76 2.74 -2.71
C -0.53 1.62 -1.91
N 0.68 1.31 -1.48
H 8.74 -0.51 1.23
H 6.83 0.56 1.75
H 4.81 1.64 0.82
H 3.88 -1.92 -1.36
H 5.91 -3.02 -0.41
H 3.93 2.14 -1.65
H 2.44 3.80 -2.90
H 0.14 4.43 -3.68
H -1.77 2.95 -3.02
H -1.34 0.97 -1.60
C -6.64 -0.82 -3.91
C -5.58 -1.83 -4.26
C -5.91 -2.93 -5.04
C -4.95 -3.88 -5.38
C -3.65 -3.72 -4.95
C -3.31 -2.63 -4.17
N -1.97 -2.46 -3.73
C -1.16 -1.45 -4.18
C -1.61 -0.52 -5.14
C -0.78 0.48 -5.59
C 0.52 0.62 -5.11
C 0.95 -0.26 -4.14
C 0.14 -1.29 -3.67
C 0.63 -2.20 -2.60
O 0.44 -3.39 -2.59
O 1.41 -1.61 -1.69
C -4.27 -1.68 -3.80
C -3.90 -0.53 -2.91
H -7.56 -1.02 -4.45
H -6.32 0.20 -4.15
H -6.87 -0.83 -2.84
H -6.92 -3.05 -5.40
H -5.23 -4.74 -5.98
H -2.88 -4.44 -5.22
H -1.49 -3.26 -3.32
H -2.61 -0.63 -5.54
H -1.15 1.16 -6.35
H 1.17 1.39 -5.49
H 1.96 -0.19 -3.74
H -3.66 0.37 -3.49
H -3.03 -0.78 -2.31
H -4.72 -0.28 -2.24
N 2.04 -1.01 1.21
C 2.59 -1.40 2.14
C 3.37 -1.85 3.24
C 4.33 -2.84 3.02
C 5.12 -3.25 4.08
C 4.95 -2.67 5.33
C 3.99 -1.68 5.54
C 3.20 -1.26 4.49
H 4.46 -3.29 2.05
H 5.88 -4.00 3.92
H 5.57 -2.99 6.16
H 3.87 -1.23 6.52
H 2.46 -0.48 4.63


112
Properties=species:S:1:pos:R:3 method="wB97M-V/def2-TZVPD" max_force_ev_per_a=0.355 charge=-1 energy_ev=-137247.157 orbital_gap_ev=5.8 relative_energy_kj_mol=0.0 e_homo_ev=-3.918
Mg -0.25 0.07 -0.07
C -2.63 -5.33 -2.41
C -2.98 -3.95 -2.99
C -1.93 -2.93 -2.68
C -0.93 -2.48 -3.49
C -0.67 -2.84 -4.91
C -1.33 -1.85 -5.88
C -0.17 -1.52 -2.70
C 0.94 -0.83 -3.15
C 1.72 0.08 -2.44
C 2.90 0.75 -2.95
C 3.48 0.56 -4.31
C 4.37 -0.67 -4.41
C 3.37 1.53 -1.94
C 2.47 1.33 -0.82
C 2.60 1.92 0.43
C 1.81 1.70 1.56
N 0.70 0.93 1.59
C 0.23 0.96 2.86
C -0.91 0.29 3.30
C -1.70 -0.59 2.58
N -1.50 -0.93 1.28
C -2.46 -1.82 0.95
C -2.59 -2.42 -0.30
C -1.77 -2.24 -1.41
N -0.71 -1.41 -1.47
C -3.33 -2.07 2.08
C -2.86 -1.30 3.10
C -3.42 -1.15 4.48
C -4.36 0.05 4.58
C -4.48 -3.02 2.10
C -4.04 -4.47 2.27
C 1.08 1.79 3.69
C 2.07 2.26 2.88
C 3.26 3.09 3.24
C 4.52 2.24 3.43
C 0.90 2.01 5.16
C 1.44 0.84 5.98
N 1.49 0.46 -1.16
C 4.58 2.40 -1.92
C 5.77 1.74 -1.22
H -3.41 -6.06 -2.63
H -2.51 -5.27 -1.33
H -1.69 -5.69 -2.83
H -3.95 -3.62 -2.60
H -3.10 -4.03 -4.07
H -1.04 -3.85 -5.12
H 0.40 -2.87 -5.10
H -2.41 -1.84 -5.75
H -1.11 -2.10 -6.92
H -0.97 -0.84 -5.69
H 1.25 -1.02 -4.17
H 4.05 1.45 -4.59
H 2.67 0.48 -5.05
H 5.22 -0.59 -3.73
H 4.76 -0.81 -5.42
H 3.82 -1.57 -4.13
H 3.44 2.60 0.56
H -1.18 0.44 4.34
H -3.41 -3.11 -0.42
H -2.61 -1.04 5.20
H -3.95 -2.06 4.76
H -3.85 0.97 4.30
H -4.75 0.17 5.59
H -5.20 -0.07 3.89
H -5.06 -2.92 1.17
H -5.16 -2.75 2.91
H -3.36 -4.76 1.47
H -4.89 -5.15 2.27
H -3.50 -4.59 3.21
H 3.05 3.65 4.15
H 3.45 3.83 2.46
H 4.37 1.52 4.24
H 5.38 2.86 3.68
H 4.75 1.68 2.53
H -0.16 2.16 5.38
H 1.41 2.93 5.46
H 0.95 -0.09 5.69
H 1.28 1.00 7.05
H 2.51 0.70 5.81
H 4.35 3.35 -1.43
H 4.87 2.66 -2.94
H 5.51 1.49 -0.19
H 6.64 2.39 -1.20
H 6.04 0.81 -1.72
Br 2.06 4.07 -3.97
C 0.24 4.20 -3.40
C -0.54 5.22 -3.91
C -1.86 5.31 -3.50
C -2.38 4.40 -2.59
C -1.58 3.39 -2.08
C -0.25 3.28 -2.49
C -2.15 2.38 -1.09
O -3.33 2.48 -0.77
O -1.32 1.52 -0.70
H -0.12 5.92 -4.62
H -2.49 6.10 -3.89
H -3.40 4.45 -2.25
H 0.37 2.49 -2.09
C 2.70 -1.58 3.09
C 3.88 -1.83 2.16
C 3.22 -1.61 0.80
O 1.88 -2.07 0.93
C 1.55 -2.21 2.31
H 2.53 -0.51 3.21
H 2.82 -2.02 4.08
H 4.23 -2.86 2.25
H 4.72 -1.16 2.33
H 3.69 -2.15 -0.02
H 3.21 -0.54 0.56
H 1.43 -3.27 2.54
H 0.59 -1.71 2.49


117
Properties=species:S:1:pos:R:3 method="wB97M-V/def2-TZVPD" max_force_ev_per_a=0.963 charge=+1 spin_multiplicity=4 s_squared=3.786 energy_ev=-135553.101 orbital_gap_ev="7.3 / 5.0" e_homo_ev="-9.378 / -9.207"
Co 0.66 -0.78 0.10
O -0.20 2.10 -2.74
C -0.02 0.93 -2.29
O -0.56 0.50 -1.23
C 0.87 -0.03 -3.07
P 1.78 -1.13 -1.88
C 1.88 -2.72 -2.77
C 0.85 -3.63 -2.53
C 0.82 -4.85 -3.18
C 1.83 -5.17 -4.09
C 2.85 -4.27 -4.34
C 2.88 -3.04 -3.68
C 3.49 -0.52 -1.92
C 4.48 -1.34 -1.35
C 5.79 -0.89 -1.24
C 6.13 0.38 -1.70
C 5.16 1.19 -2.26
C 3.84 0.75 -2.36
H 1.50 0.49 -3.78
H 0.20 -0.69 -3.63
H 0.09 -3.37 -1.80
H 0.02 -5.56 -2.99
H 1.81 -6.13 -4.60
H 3.64 -4.52 -5.04
H 3.68 -2.34 -3.88
H 4.22 -2.33 -1.00
H 6.55 -1.53 -0.81
H 7.15 0.74 -1.62
H 5.42 2.18 -2.63
H 3.09 1.39 -2.81
C -3.06 3.00 -3.07
Sb -1.89 2.97 -1.27
C -0.89 4.84 -1.60
C -3.61 3.77 0.08
C -3.05 4.50 1.23
C -2.68 5.84 1.04
C -2.11 6.59 2.05
C -1.91 6.01 3.30
C -2.30 4.70 3.52
C -2.89 3.92 2.51
C -3.37 2.54 2.86
Sb -1.92 0.93 2.52
C -0.55 1.64 4.02
C -3.00 -0.41 3.85
H -3.56 3.97 -3.13
H -3.79 2.20 -3.08
H -2.38 2.89 -3.92
H -1.59 5.53 -2.06
H -0.06 4.64 -2.28
H -0.52 5.25 -0.66
H -4.22 2.90 0.30
H -4.08 4.42 -0.67
H -2.84 6.29 0.07
H -1.84 7.62 1.88
H -1.47 6.58 4.11
H -2.19 4.26 4.50
H -4.27 2.26 2.30
H -3.60 2.48 3.92
H -1.09 1.83 4.95
H -0.09 2.56 3.66
H 0.23 0.90 4.18
H -3.06 0.03 4.84
H -2.49 -1.37 3.91
H -4.02 -0.56 3.47
C 0.64 -1.10 6.39
C 1.99 -1.60 5.86
C 2.07 -1.63 4.34
N 1.09 -2.58 3.81
C 1.06 -3.02 2.55
S 2.07 -2.44 1.33
N 0.09 -3.91 2.16
C -1.04 -4.48 2.79
O -1.98 -4.78 2.10
C -1.00 -4.75 4.26
C 0.06 -5.45 4.82
C 0.05 -5.74 6.18
C -1.01 -5.31 6.97
C -2.07 -4.62 6.40
C -2.08 -4.35 5.04
H 0.68 -0.97 7.47
H -0.17 -1.80 6.17
H 0.39 -0.13 5.94
H 2.20 -2.60 6.24
H 2.79 -0.94 6.21
H 3.06 -1.92 4.00
H 1.86 -0.64 3.92
H 0.45 -2.98 4.47
H 0.06 -4.02 1.16
H 0.89 -5.78 4.20
H 0.87 -6.29 6.62
H -1.01 -5.53 8.03
H -2.91 -4.31 7.02
H -2.91 -3.84 4.58
N -1.33 -1.75 0.34
H -1.73 -1.71 1.28
H -1.54 -2.68 -0.02
H -1.85 -1.09 -0.23
N 9.91 3.42 3.60
C 8.85 3.19 3.22
C 7.53 2.90 2.73
C 6.91 3.73 1.80
C 5.65 3.44 1.33
C 4.98 2.31 1.79
C 5.58 1.48 2.73
C 6.85 1.77 3.19
N 3.68 1.99 1.31
C 2.79 2.86 0.71
C 1.70 2.11 0.41
N 1.90 0.80 0.81
C 3.10 0.76 1.31
H 7.44 4.61 1.44
H 5.19 4.07 0.58
H 5.06 0.61 3.11
H 7.33 1.13 3.92
H 2.97 3.92 0.59
H 0.78 2.43 -0.06
H 3.58 -0.13 1.70


116
Properties=species:S:1:pos:R:3 method="wB97M-V/def2-TZVPD" max_force_ev_per_a=0.472 charge=-1 energy_ev=-88264.425 orbital_gap_ev=5.7 relative_energy_kj_mol=69.8 e_homo_ev=-3.928
Tl -0.23 0.06 0.50
C 4.78 0.13 -3.67
C 5.04 0.20 -2.16
C 3.90 -0.32 -1.34
C 3.78 -1.55 -0.77
C 4.78 -2.67 -0.78
C 4.52 -3.69 -1.89
C 2.44 -1.64 -0.24
C 1.87 -2.81 0.27
C 0.51 -3.09 0.34
C -0.05 -4.41 0.59
C 0.72 -5.60 1.06
C 1.31 -6.44 -0.08
C -1.38 -4.31 0.32
C -1.63 -2.93 -0.07
C -2.86 -2.45 -0.50
C -3.16 -1.15 -0.93
N -2.31 -0.11 -0.86
C -2.97 0.98 -1.32
C -2.41 2.24 -1.51
C -1.04 2.57 -1.51
N -0.04 1.72 -1.19
C 1.11 2.27 -1.64
C 2.35 1.63 -1.61
C 2.63 0.35 -1.15
N 1.79 -0.46 -0.45
C 0.84 3.56 -2.25
C -0.50 3.76 -2.14
C -1.30 4.94 -2.58
C -1.75 5.80 -1.40
C 1.85 4.42 -2.96
C 2.61 5.38 -2.04
C -4.34 0.61 -1.69
C -4.45 -0.72 -1.45
C -5.61 -1.62 -1.78
C -5.39 -2.40 -3.09
C -5.39 1.54 -2.22
C -6.18 2.22 -1.10
N -0.47 -2.23 -0.02
C -2.42 -5.40 0.33
C -2.67 -6.00 -1.06
H 5.62 0.53 -4.24
H 3.88 0.68 -3.93
H 4.63 -0.91 -3.97
H 5.25 1.24 -1.88
H 5.94 -0.36 -1.92
H 4.76 -3.18 0.19
H 5.78 -2.26 -0.89
H 3.53 -4.14 -1.79
H 5.27 -4.49 -1.88
H 4.56 -3.20 -2.87
H 2.55 -3.61 0.53
H 0.07 -6.23 1.67
H 1.53 -5.26 1.71
H 0.52 -6.83 -0.73
H 1.88 -7.29 0.30
H 1.98 -5.84 -0.71
H -3.68 -3.16 -0.54
H -3.08 3.03 -1.82
H 3.18 2.16 -2.07
H -2.18 4.61 -3.15
H -0.71 5.55 -3.27
H -2.35 6.66 -1.73
H -0.89 6.18 -0.84
H -2.36 5.22 -0.71
H 1.34 5.00 -3.74
H 2.57 3.78 -3.48
H 1.91 5.96 -1.43
H 3.22 6.08 -2.62
H 3.26 4.84 -1.36
H -6.52 -1.03 -1.85
H -5.76 -2.33 -0.96
H -5.28 -1.70 -3.92
H -6.23 -3.06 -3.30
H -4.48 -3.00 -3.03
H -6.08 0.99 -2.86
H -4.93 2.30 -2.85
H -6.68 1.48 -0.47
H -6.93 2.91 -1.49
H -5.51 2.79 -0.45
H -3.36 -5.00 0.72
H -2.10 -6.19 1.02
H -2.92 -5.22 -1.77
H -3.49 -6.72 -1.04
H -1.78 -6.51 -1.43
F -1.64 -2.20 7.72
C -0.91 -1.88 6.63
C -1.39 -2.15 5.36
F -2.58 -2.75 5.22
C -0.64 -1.81 4.25
F -1.17 -2.11 3.05
C 0.61 -1.19 4.32
S 1.57 -0.77 2.93
C 1.04 -0.93 5.63
F 2.23 -0.33 5.84
C 0.31 -1.26 6.75
F 0.79 -0.98 7.98
C 3.27 4.41 1.31
N 2.55 4.06 2.52
C 2.84 4.82 3.72
C 1.68 3.00 2.50
C 1.03 2.62 3.80
O 1.45 2.40 1.46
H 3.01 5.42 0.98
H 3.00 3.71 0.53
H 4.35 4.37 1.48
H 3.28 5.77 3.43
H 3.56 4.31 4.38
H 1.94 5.02 4.29
H 1.70 2.71 4.65
H 0.72 1.58 3.70
H 0.15 3.24 3.98
C -1.57 0.91 1.97
H -1.20 0.76 2.97
H -2.53 0.41 1.82
H -1.66 1.97 1.74